1.
DFT (ωB97M-V/def2-TZVPD) results for C4H10N2O2P as an isolated structure at a distorted geometry.

Values from the calculation:
Calculated total energy = -20666.2577 eV
LUMO level = -4.498 eV
Charge = +1
Energy relative to the best compared isomer or geometry (same formula, charge and spin) = 2.225 eV
Highest occupied orbital energy = -13.7 eV
Maximum force = 6.0 eV Å⁻¹

Positions of all 19 atoms, in Å:
P (-0.6388, 0.6539, 0.2503)
O (-1.0314, 0.4714, 1.6887)
O (3.2961, 0.6576, 0.6538)
N (1.3635, 1.5395, -0.1807)
N (1.4491, -0.7373, 0.3026)
C (0.2708, -0.8507, -0.4889)
C (-1.8442, 1.6741, -0.5794)
C (2.1331, 0.5608, 0.3312)
C (-0.3492, -2.2160, -0.3207)
H (1.8860, -1.6336, 0.8101)
H (1.5036, 2.5578, -0.1497)
H (0.2758, -2.9911, -0.5170)
H (-0.5810, -0.0199, 2.4245)
H (-0.7047, -2.4223, 0.7424)
H (-2.1276, 2.6953, -0.0748)
H (-1.3816, 1.9283, -1.5877)
H (-1.1792, -2.3816, -1.0316)
H (-2.7145, 1.0626, -0.7213)
H (0.3741, -0.5488, -1.5518)

2.
DFT (ωB97M-V/def2-TZVPD) results for C16H18NO6PS3Sn as an isolated structure at a distorted geometry.

Values from the calculation:
Calculated total energy = -78290.1178 eV
LUMO level (spin up / spin down) = 1.905 / 1.901 eV
Charge = -1
Energy relative to the best compared isomer or geometry (same formula, charge and spin) = 0.225 eV
Spin multiplicity = 2
Highest occupied orbital energy (spin up / spin down) = -1.3 / -3.6 eV
Maximum force = 5.4 eV Å⁻¹

Positions of all 46 atoms, in Å:
Sn (-1.3709, -15.0239, -5.3656)
S (-0.9017, -13.2408, -7.1029)
S (-2.7526, -17.6903, -5.2563)
S (-3.9289, -14.6189, -5.4947)
P (-4.3736, -16.5122, -5.2272)
O (-5.1150, -16.5180, -3.8410)
O (2.9492, -16.5333, 0.2767)
O (3.7606, -14.7142, 1.6293)
O (-5.3719, -17.0652, -6.3555)
O (2.0871, -18.8457, -4.3314)
O (3.9902, -18.5206, -5.7882)
N (-1.3255, -12.7832, -4.1167)
C (-2.0009, -11.3757, -2.2175)
C (-1.9044, -13.9466, -2.1094)
C (-5.4956, -17.8051, -3.1927)
C (3.0621, -18.6964, -5.0147)
C (0.1001, -9.4795, -6.2004)
C (-0.9853, -11.6821, -4.8210)
C (-7.4617, -17.8530, -7.1010)
C (-0.5455, -9.2818, -4.9942)
C (-0.5721, -11.8492, -6.1941)
C (0.0846, -10.7652, -6.8410)
C (-1.1061, -10.3609, -4.2448)
C (-6.7832, -16.6917, -6.4443)
C (3.3153, -15.6353, 0.9720)
C (-1.6844, -10.2604, -2.9355)
C (-1.7351, -12.6238, -2.8282)
C (-4.3980, -18.3598, -2.3774)
H (-8.5383, -17.7338, -7.3150)
H (-6.3661, -17.4906, -2.5445)
H (-0.5747, -8.3016, -4.5772)
H (-1.9607, -9.2672, -2.5748)
H (0.5380, -8.6023, -6.6247)
H (-6.8844, -15.7217, -7.0530)
H (-3.4836, -18.4049, -3.0815)
H (-1.8433, -13.9008, -1.0418)
H (0.5345, -10.9356, -7.8097)
H (-7.3586, -18.7599, -6.4693)
H (-4.6862, -19.3728, -2.0604)
H (-4.1788, -17.7439, -1.4559)
H (-2.3681, -11.3997, -1.1852)
H (-7.2425, -16.4760, -5.4275)
H (-2.8760, -14.4014, -2.3949)
H (-7.0879, -18.0315, -8.0853)
H (-1.1473, -14.6647, -2.5052)
H (-5.9271, -18.4541, -4.0277)

3.
DFT (ωB97M-V/def2-TZVPD) results for a single C10H12N3PS molecule at a distorted geometry.

Values from the calculation:
Calculated total energy = -35153.5677 eV
LUMO level = -0.004 eV
Charge = 0
Energy relative to the best compared isomer or geometry (same formula, charge and spin) = 0.000 eV
Highest occupied orbital energy = -7.9 eV
Maximum force = 5.6 eV Å⁻¹
SMILES = C=PCC#Cc1cnc(SC)nc1NC

Positions of all 27 atoms, in Å:
S (-2.3481, -3.9617, -1.1728)
P (3.1037, 3.0357, 0.9778)
N (-1.0782, 0.3298, 0.6866)
N (-1.6204, -1.7443, -0.2455)
N (-0.1540, -2.7556, -1.8385)
C (0.3327, -0.6282, -0.9378)
C (-1.1942, -2.6842, -1.0245)
C (0.6292, -1.7277, -1.7612)
C (-2.1545, 0.2264, 1.6340)
C (3.4089, 2.6451, -0.8040)
C (3.8307, 4.5202, 1.1943)
C (-0.8391, -0.7368, -0.1204)
C (-3.4814, -3.4386, 0.1046)
C (2.1025, 1.2909, -0.9775)
C (1.2010, 0.4822, -1.0191)
H (-4.4300, -3.8898, -0.1475)
H (-3.1435, -3.7134, 1.1251)
H (4.2052, 5.0686, 0.4383)
H (-0.2425, 0.7426, 0.8695)
H (3.8595, 5.0055, 2.2210)
H (4.2675, 2.1267, -1.1928)
H (3.1943, 3.5246, -1.2985)
H (-3.7967, -2.4602, 0.0226)
H (1.5732, -1.8193, -2.3783)
H (-2.6199, 1.2189, 1.8619)
H (-1.7399, -0.0728, 2.6273)
H (-2.8658, -0.5844, 1.1552)

4.
DFT (ωB97M-V/def2-TZVPD) results for a single C3H4NOPS molecule at a distorted geometry.

Values from the calculation:
Calculated total energy = -26835.1584 eV
LUMO level (spin up / spin down) = -1.076 / -1.075 eV
Charge = 0
Energy relative to the best compared isomer or geometry (same formula, charge and spin) = 0.644 eV
Highest occupied orbital energy (spin up / spin down) = -8.4 / -8.4 eV
Maximum force = 3.2 eV Å⁻¹
SMILES = S=P1=C=NCCO1

Positions of all 11 atoms, in Å:
S (-4.5196, 0.2048, 0.5803)
P (-3.0338, -0.0079, -0.6636)
O (-1.8886, 0.9374, -0.0561)
N (-1.1121, -1.6800, 0.2207)
C (-2.2491, -1.8768, -0.0667)
C (-0.0223, -0.8572, 0.1261)
C (-0.4801, 0.6246, -0.2780)
H (0.8108, -1.1954, -0.5718)
H (-0.1966, 0.9828, -1.2644)
H (0.1310, 1.2380, 0.3438)
H (0.3648, -0.7921, 1.0890)

5.
DFT (ωB97M-V/def2-TZVPD) results for a 14-piece molecular cluster, C56H84O42 overall at a distorted geometry.

Values from the calculation:
Calculated total energy = -145432.2754 eV
LUMO level = 0.497 eV
Charge = 0
Energy relative to the best compared isomer or geometry (same formula, charge and spin) = 3.147 eV
Highest occupied orbital energy = -10.2 eV
Maximum force = 5.4 eV Å⁻¹

Positions of all 182 atoms, in Å:
O (1.7139, 2.0278, -5.1969)
O (0.3527, 4.5012, 1.6566)
O (0.4894, 6.1407, 5.1413)
O (-4.4841, -4.3321, -3.5848)
O (-4.8150, -4.9698, -1.4257)
O (-2.6585, -2.7999, -0.5976)
O (2.7503, -4.2760, 1.2341)
O (-6.1209, 1.1927, -3.0485)
O (-5.0705, 1.5632, 3.4641)
O (2.2946, 5.1409, 4.2699)
O (-0.5349, 2.4656, 1.2329)
O (-0.5435, -2.3751, -5.9438)
O (-1.8494, -0.9869, 0.4555)
O (3.8826, -2.8984, -4.5999)
O (1.6492, 4.8144, -3.8514)
O (-3.2485, 0.4411, 2.8509)
O (-1.7053, 4.4227, 1.0255)
O (-0.4523, 1.5801, -4.8634)
O (5.4390, 0.3164, 2.0768)
O (3.5841, -3.6202, -2.4484)
O (-0.4352, 1.9048, 4.0622)
O (1.0828, 3.9619, 5.7195)
O (-2.8338, -5.3342, -2.4956)
O (2.5829, -2.8507, 2.9470)
O (3.4724, 3.8347, -2.9374)
O (-0.9637, 2.0114, 6.2463)
O (-2.6056, -4.2290, 2.4153)
O (0.9643, -1.5978, -4.5331)
O (3.5763, -1.4714, -3.0032)
O (2.2661, -5.0294, 3.2621)
O (6.2298, 1.0086, 0.0760)
O (-0.7616, -4.8003, 1.5092)
O (-0.4665, -2.5137, -0.4089)
O (0.8617, -0.8459, -6.6530)
O (1.7574, 4.3446, -1.6235)
O (1.0534, 1.3111, -3.1713)
O (-1.9004, 3.3829, 4.8445)
O (-4.3824, 0.5485, -1.8894)
O (4.7531, 2.2719, 1.2609)
O (-4.0600, 0.0516, 4.8400)
O (-0.7908, -3.2816, 3.1837)
O (-5.7685, 2.1422, -1.0578)
C (0.4841, -1.5673, -5.7760)
C (-1.7960, -2.4565, 3.7164)
C (6.3329, -0.7403, 1.6114)
C (2.2039, 3.1523, 5.4363)
C (3.6259, -0.6343, -4.1381)
C (0.3361, -1.6767, 0.4086)
C (2.5424, -3.9683, 2.5283)
C (-0.5827, -3.2171, -4.7222)
C (6.7396, -0.3147, 0.2531)
C (-0.0668, -2.2604, -3.7147)
C (-4.8736, 1.8545, 2.0626)
C (2.7259, 3.7347, 4.1347)
C (-3.5777, -4.1145, 4.5916)
C (3.9863, -6.1808, 0.5827)
C (-5.6857, 0.2133, -5.2239)
C (4.2442, 3.7412, 4.0223)
C (2.6402, 3.6306, -0.7268)
C (-2.5064, 3.7690, 6.1395)
C (2.0680, 2.1891, -0.4750)
C (-4.2335, -0.1171, -3.1356)
C (-4.0195, 3.6934, 6.1254)
C (0.7840, 1.6676, -4.3097)
C (0.9839, 2.4700, -6.3510)
C (-4.8850, -7.1266, -0.3069)
C (2.6606, -5.6736, 1.0040)
C (-5.4320, 1.3887, -1.9169)
C (3.7284, -2.7668, -3.2728)
C (5.6603, -2.1418, 1.7453)
C (-4.9731, 3.3201, 1.7401)
C (-3.0902, -3.2859, 3.4498)
C (-0.6152, 3.6631, 1.2937)
C (0.4680, 6.7036, 0.5345)
C (-1.0540, -1.1470, -3.2929)
C (-0.1173, 5.8507, 1.6498)
C (-5.6047, 0.0097, -3.7477)
C (1.7016, 1.9789, -7.6059)
C (-0.5377, -0.4365, 0.7372)
C (-2.6281, -5.9228, -1.1964)
C (-1.0130, 2.3578, 5.0178)
C (-0.3756, 1.8588, -6.2448)
C (4.5620, 0.5118, -3.8114)
C (-1.6307, 5.7512, 1.6024)
C (-1.7458, -2.1719, -0.2401)
C (1.2162, 5.2054, 5.0300)
C (4.1787, -1.6253, -5.1409)
C (-4.0804, -4.8196, -2.5665)
C (-1.2952, -4.1332, 2.2763)
C (-1.8687, 2.7535, 7.0947)
C (1.6954, -1.3757, -0.1761)
C (-3.5422, 1.2081, 1.6570)
C (-4.1368, 0.6659, 3.8328)
C (2.2167, 4.3956, -2.9028)
C (-4.0466, -5.8634, -0.5265)
C (3.9333, 3.6108, -1.6476)
C (2.3391, -6.2103, 2.4200)
C (5.4143, 1.2673, 1.1446)
H (-4.4903, 3.4850, 7.0873)
H (4.4808, 3.7961, 2.9478)
H (2.7351, 2.4074, -7.6516)
H (-4.0754, 3.7918, 2.1347)
H (-6.2030, -0.8788, -3.3950)
H (1.7417, -5.8970, 0.4142)
H (5.5681, -2.3538, 2.8135)
H (-0.0013, 7.6623, 0.8017)
H (-0.4291, -0.4230, -2.7657)
H (3.1069, -6.8170, 2.8867)
H (-6.7671, 0.2124, -5.5162)
H (7.7550, -0.2579, 0.1100)
H (3.0046, 3.1807, 6.2371)
H (-0.0456, -4.1641, -5.0085)
H (2.1406, 2.0312, 0.5739)
H (6.3476, -1.0116, -0.4550)
H (5.5844, 0.1681, -3.6819)
H (4.6830, 4.4091, -1.4280)
H (4.0740, -7.2623, 0.4687)
H (0.3711, -2.2426, 1.3260)
H (2.6307, -0.2998, -4.3067)
H (5.2417, -1.5931, -5.3495)
H (-5.6665, 1.2640, 1.4978)
H (0.1593, 6.3817, 2.5692)
H (-4.4788, 2.9433, 5.4154)
H (-2.2280, 4.8092, 6.1795)
H (0.2335, 6.2957, -0.4461)
H (-1.5818, -2.3017, 4.7753)
H (2.4496, -1.0653, 0.6225)
H (-2.2308, -6.9531, -1.3382)
H (-2.0490, 5.6608, 2.6050)
H (-2.7723, -4.7906, 4.9397)
H (4.7758, -2.2488, 1.1204)
H (4.5482, 1.3365, -4.5360)
H (2.7914, 4.2768, 0.1026)
H (1.8930, 2.1163, 5.1697)
H (4.6238, 4.5896, 4.5103)
H (-5.1359, 3.3067, 0.6312)
H (-0.4478, 0.9468, -6.8096)
H (4.7145, 2.8926, 4.4846)
H (1.0606, 2.1251, -0.8668)
H (-2.7321, 1.9320, 1.5490)
H (-3.7894, -2.6005, 3.0145)
H (-0.4618, -0.1826, 1.8215)
H (4.4409, -5.7731, -0.3026)
H (3.5917, -1.5251, -6.0927)
H (-3.9836, -5.3353, 0.4082)
H (1.6926, 0.9155, -7.7736)
H (-5.1774, 1.1405, -5.4030)
H (7.2161, -0.6827, 2.2845)
H (-2.1619, 6.4048, 0.9129)
H (-1.4258, -0.8100, -4.2935)
H (2.1733, -2.1889, -0.6297)
H (-2.6492, 2.1692, 7.5059)
H (-5.9024, 3.6937, 2.2321)
H (-4.5574, 4.6073, 5.7623)
H (0.9078, 3.5633, -6.2406)
H (-5.8079, -6.8726, 0.2395)
H (2.2377, 3.2709, 3.2574)
H (-4.0076, -3.5264, 5.4349)
H (4.2441, 0.8696, -2.8448)
H (-1.8060, -1.4428, 3.3186)
H (1.6222, -0.6343, -0.9837)
H (-3.3820, 0.1561, -3.6715)
H (-1.8990, -5.3037, -0.6422)
H (2.7752, 1.4924, -0.9519)
H (1.5181, 6.7909, 0.7424)
H (-4.4539, -4.7552, 4.2921)
H (4.4094, 2.6231, -1.5615)
H (4.6706, -5.9119, 1.4259)
H (-1.6423, -3.3875, -4.6281)
H (-1.1556, 2.5781, -6.6786)
H (1.1787, 2.4788, -8.4889)
H (-4.1495, -1.1971, -2.9082)
H (-1.1703, 3.1809, 7.7476)
H (0.4717, -2.8223, -2.9368)
H (-5.1929, -0.5522, -5.8526)
H (1.3636, -6.7050, 2.5091)
H (6.3545, -2.8891, 1.3736)
H (-5.0529, -7.7021, -1.2265)
H (-1.8261, -1.7201, -2.8514)
H (-3.6375, 0.5793, 0.7613)
H (-0.4161, 0.4478, 0.0491)
H (-4.3023, -7.7391, 0.3362)

6.
DFT (ωB97M-V/def2-TZVPD) results for a single C5H4 molecule at a distorted geometry.

Values from the calculation:
Calculated total energy = -5245.2937 eV
LUMO level = 1.000 eV
Charge = 0
Energy relative to the best compared isomer or geometry (same formula, charge and spin) = 0.902 eV
Highest occupied orbital energy = -10.0 eV
Maximum force = 6.0 eV Å⁻¹
SMILES = C#CCC#C

Positions of all 9 atoms, in Å:
C (-0.3203, 0.0779, -0.8809)
C (-0.4912, 1.8855, 1.1118)
C (-0.4405, 1.0252, 0.2376)
C (0.5513, -1.0141, -0.2952)
C (1.1042, -1.9650, 0.1051)
H (-0.5482, 2.6033, 1.8629)
H (1.4525, -2.8117, 0.7970)
H (-0.0041, 0.5152, -1.8026)
H (-1.3035, -0.3163, -1.1356)

Q: Which of these has the lowest energy relative to the best compared isomer or geometry (same formula, charge and spin)?
A: C10H12N3PS

What did the first record say?
DFT (ωB97M-V/def2-TZVPD) results for C4H10N2O2P as an isolated structure at a distorted geometry.

Values from the calculation:
Calculated total energy = -20666.2577 eV
LUMO level = -4.498 eV
Charge = +1
Energy relative to the best compared isomer or geometry (same formula, charge and spin) = 2.225 eV
Highest occupied orbital energy = -13.7 eV
Maximum force = 6.0 eV Å⁻¹

Positions of all 19 atoms, in Å:
P (-0.6388, 0.6539, 0.2503)
O (-1.0314, 0.4714, 1.6887)
O (3.2961, 0.6576, 0.6538)
N (1.3635, 1.5395, -0.1807)
N (1.4491, -0.7373, 0.3026)
C (0.2708, -0.8507, -0.4889)
C (-1.8442, 1.6741, -0.5794)
C (2.1331, 0.5608, 0.3312)
C (-0.3492, -2.2160, -0.3207)
H (1.8860, -1.6336, 0.8101)
H (1.5036, 2.5578, -0.1497)
H (0.2758, -2.9911, -0.5170)
H (-0.5810, -0.0199, 2.4245)
H (-0.7047, -2.4223, 0.7424)
H (-2.1276, 2.6953, -0.0748)
H (-1.3816, 1.9283, -1.5877)
H (-1.1792, -2.3816, -1.0316)
H (-2.7145, 1.0626, -0.7213)
H (0.3741, -0.5488, -1.5518)

Q: Look up the energy relative to the best compared isomer or geometry (same formula, charge and spin) of the sixth one.
A: 0.902 eV